# 1
{"formula": "C9H11O3", "method": "ωB97M-V with the def2-TZVPD basis set", "species": ["C", "C", "O", "O", "H", "H", "H", "C", "C", "C", "C", "C", "C", "C", "O", "H", "H", "H", "H", "H", "H", "H", "H"], "positions_angstrom": [[-2.938759, -0.973252, -1.734197], [-2.203108, -0.204603, -2.823568], [-2.703033, 0.692963, -3.457494], [-0.966282, -0.630580, -3.000873], [-3.175530, -1.990710, -2.031235], [-3.862575, -0.449836, -1.486445], [-2.321684, -1.109010, -0.847366], [1.924557, 1.901564, 2.721749], [0.522520, -1.025094, -0.262878], [1.111988, 0.202497, -0.654316], [0.528281, -1.273607, 1.160400], [1.585387, 1.134864, 0.288561], [0.980768, -0.312849, 2.049378], [1.526491, 0.921712, 1.635933], [-0.039512, -1.796934, -1.139513], [-0.549618, -1.186506, -2.156778], [1.020491, 0.578633, -1.662796], [0.302750, -2.259037, 1.548883], [2.035494, 2.011747, -0.172365], [0.950612, -0.665353, 3.076966], [2.925187, 1.658175, 3.118791], [1.193208, 1.886757, 3.521659], [2.152368, 2.888456, 2.307504]], "forces_ev_per_a": [[-0.46, 0.33, 0.31], [1.17, -1.15, 0.64], [-0.44, 0.39, -0.38], [-0.64, 0.76, -0.69], [-0.03, -0.09, -0.40], [0.01, -0.06, 0.02], [0.10, 0.26, 0.00], [1.40, -0.16, -0.87], [0.00, 0.84, 0.32], [-0.31, 0.61, 1.08], [0.64, 0.25, -0.96], [0.06, -0.40, -1.51], [0.16, -0.67, -0.64], [-0.54, -0.51, 1.63], [0.15, -0.89, 0.64], [0.11, -0.15, 0.04], [0.19, -0.50, -0.31], [-0.46, -0.01, -0.16], [-0.12, 0.29, 0.49], [0.15, 0.64, 0.25], [-0.36, -0.37, 0.30], [0.00, 0.40, 0.13], [-0.78, 0.19, 0.09]], "lowdin_charge": [-0.01, -0.63, 0.03, 0.01, 0.08, 0.07, 0.06, -0.08, -0.41, -0.03, -0.03, -0.09, -0.10, -0.33, -0.11, -0.01, 0.10, 0.09, 0.10, 0.09, 0.07, 0.06, 0.06], "charge": -1, "lumo_ev": 3.485, "homo_lumo_gap_ev": 7.30, "homo_energy_ha": -0.140}

# 2
{"formula": "C9H11O3", "method": "ωB97M-V with the def2-TZVPD basis set", "species": ["C", "C", "O", "O", "H", "H", "H", "C", "C", "C", "C", "C", "C", "C", "O", "H", "H", "H", "H", "H", "H", "H", "H"], "positions_angstrom": [[0.144929, -3.176477, -1.125112], [0.248292, -2.986840, 0.411887], [1.368877, -3.095596, 0.951066], [-0.840646, -2.757200, 1.001718], [0.357623, -2.231266, -1.620986], [-0.891756, -3.401912, -1.346979], [0.798146, -3.991848, -1.405467], [-0.444018, 0.612769, -2.111804], [-0.624869, 2.316413, -0.281244], [-0.139986, 1.033309, -0.722666], [-0.488197, 2.697541, 1.013974], [0.255166, 1.902195, 1.901030], [0.559883, 0.215927, 0.166722], [0.823481, 0.663583, 1.412733], [0.386438, 2.014657, 3.196370], [-1.113431, 2.976773, -0.990325], [-0.888908, 3.658922, 1.326974], [-1.319899, 1.117039, -2.519123], [-0.619768, -0.458410, -2.214716], [0.751687, -0.830598, 0.027213], [-0.122707, 2.779001, 3.525392], [1.386125, 0.092482, 2.142973], [0.413540, 0.849547, -2.739638]], "forces_ev_per_a": [[-0.43, 0.00, 0.84], [-0.72, -0.37, 0.62], [0.38, 0.42, -0.42], [0.14, 0.46, -0.35], [0.51, -0.09, -0.25], [-0.14, -0.22, -0.15], [0.26, 0.12, -0.44], [-0.29, -0.22, -0.09], [0.39, -0.41, 0.02], [-0.81, 0.41, -0.57], [-0.17, 1.35, 0.12], [0.48, -2.35, -0.74], [-0.17, -0.36, 0.70], [0.12, 0.81, 0.89], [-0.47, 1.30, 0.24], [-0.05, -0.18, 0.08], [-0.01, -0.16, 0.12], [0.11, 0.20, 0.06], [0.18, -0.02, 0.27], [0.47, -0.27, -0.69], [0.23, -0.20, 0.11], [-0.18, -0.28, -0.16], [0.17, 0.07, -0.19]], "lowdin_spin": [0.00, 0.00, 0.00, 0.00, 0.00, 0.00, 0.00, 0.05, 0.10, 0.25, 0.07, 0.20, 0.02, 0.11, 0.17, 0.00, 0.00, 0.00, 0.01, 0.00, 0.00, 0.00, 0.02], "spin_multiplicity": 2, "s_squared": 0.767, "lumo_ev": [-0.859, -4.436], "homo_lumo_gap_ev": [6.04, 2.45], "homo_energy_ha": [-0.253, -0.253]}

# 3
{"formula": "C9H11P", "method": "ωB97M-V with the def2-TZVPD basis set", "species": ["C", "P", "C", "C", "C", "C", "C", "C", "C", "C", "H", "H", "H", "H", "H", "H", "H", "H", "H", "H", "H"], "positions_angstrom": [[3.041726, 0.118838, 0.291339], [1.142846, 0.123307, 0.690384], [0.745436, 1.139077, -0.777222], [-0.461042, 1.805355, -0.820816], [-1.119910, 1.766700, 0.486769], [-1.807041, 0.725690, 0.940756], [-2.363979, -0.343970, 0.150428], [-1.803225, -1.422744, -0.294780], [-0.526012, -2.045526, -0.266725], [0.721135, -1.599130, 0.012878], [3.435562, 0.637367, 1.198264], [3.135657, 0.582490, -0.642525], [3.372018, -0.933809, 0.233479], [1.537680, 1.267645, -1.576478], [-0.916371, 2.565100, -1.507472], [-0.731085, 2.653001, 1.062591], [-2.291835, 0.712557, 1.907015], [-3.458627, -0.201495, 0.093756], [-2.488771, -2.209143, -0.691449], [-0.645611, -3.052044, -0.430593], [1.481456, -2.289258, -0.059601]], "forces_ev_per_a": [[-1.67, -1.29, 2.61], [1.70, -1.26, -1.23], [-1.43, 1.61, -1.83], [1.77, -0.37, 0.27], [0.06, 0.76, 0.66], [-0.42, 1.45, 0.42], [-1.37, 1.47, 0.40], [-1.59, -2.81, -1.23], [2.66, 2.08, 1.09], [-2.69, 2.34, 0.35], [0.36, -0.31, -1.21], [0.74, 0.86, -1.01], [0.13, 0.60, 0.19], [-1.22, -0.32, 0.78], [1.13, -0.96, 0.04], [-1.12, -1.04, 0.10], [0.43, 0.41, 0.56], [0.49, -0.50, -0.30], [0.01, 1.06, 0.03], [0.25, -2.38, -0.73], [1.80, -1.39, 0.04]], "lowdin_charge": [-0.27, 0.95, -0.29, -0.16, -0.22, -0.16, -0.12, -0.14, -0.18, -0.22, 0.03, -0.02, 0.03, 0.08, 0.12, 0.13, 0.11, 0.12, 0.12, 0.06, 0.02], "smiles": "C/P1=C/C=C\\C=C/C=C\\C=1", "lumo_ev": 0.580, "homo_lumo_gap_ev": 8.49, "homo_energy_ha": -0.291}

# 4
{"formula": "C9H12", "method": "ωB97M-V with the def2-TZVPD basis set", "species": ["C", "C", "C", "C", "C", "C", "C", "C", "C", "H", "H", "H", "H", "H", "H", "H", "H", "H", "H", "H", "H"], "positions_angstrom": [[0.838962, -0.077953, -0.936735], [1.857456, -1.035601, -1.129382], [1.478853, -2.353219, -0.849092], [0.456236, -2.657010, -0.047192], [0.573977, 1.368075, -0.482816], [-0.496494, -0.408855, -0.624788], [-0.735377, 0.783951, 0.253994], [-1.999574, 1.656376, 0.234670], [-0.250221, 0.484078, 1.693643], [2.266853, -2.999204, -1.115755], [2.896268, -0.945790, -1.396041], [-0.030030, -3.646720, -0.034638], [1.171277, 1.876265, 0.206708], [0.281391, 2.136200, -1.329787], [-1.197294, -0.960682, -1.190029], [-2.665967, 1.387298, 1.049574], [-2.507607, 1.462211, -0.636631], [-1.665692, 2.783287, 0.266975], [0.637433, -0.161107, 1.702672], [-0.889441, -0.072858, 2.210608], [-0.021009, 1.381259, 2.154043]], "forces_ev_per_a": [[0.91, -0.45, -0.35], [-1.51, 2.03, 0.04], [0.13, 0.62, 0.58], [-1.90, 0.52, 0.06], [-1.99, 0.68, -2.09], [0.99, -1.58, 0.78], [1.43, 0.56, 0.42], [2.27, 1.35, 1.48], [2.32, 0.06, -3.19], [0.53, -1.65, -0.39], [0.09, 0.94, -0.16], [0.25, 0.36, -0.11], [1.56, 0.61, 0.88], [0.54, -1.75, 1.44], [-0.62, -0.68, -0.60], [0.03, 0.30, 0.25], [-1.30, -0.05, -2.26], [-0.91, -2.14, 0.13], [0.12, 0.38, -0.41], [-3.26, -1.98, 2.25], [0.31, 1.85, 1.25]], "lowdin_charge": [-0.20, -0.05, -0.26, 0.10, -0.05, 0.01, -0.46, -0.03, -0.03, 0.08, 0.10, 0.02, 0.08, 0.15, 0.10, 0.08, 0.04, 0.13, 0.10, 0.04, 0.06], "lumo_ev": [0.047, 0.046], "homo_lumo_gap_ev": [7.81, 7.81], "homo_energy_ha": [-0.285, -0.285]}

# 5
{"formula": "C9H12BBrN2O4PS", "method": "ωB97M-V with the def2-TZVPD basis set", "species": ["C", "P", "O", "C", "C", "C", "B", "O", "O", "C", "N", "S", "N", "C", "C", "Br", "H", "H", "H", "H", "H", "H", "H", "C", "C", "O", "H", "H", "H", "H", "H"], "positions_angstrom": [[-4.095679, -1.863301, 2.541858], [-3.373456, -0.185382, 2.354764], [-4.461677, 0.525806, 1.300997], [-1.870350, -0.402863, 1.328017], [-1.608869, -1.670015, 0.715038], [-0.524804, -1.907630, -0.091930], [-0.373977, -3.337509, -0.755223], [-0.077048, -4.473215, -0.022880], [-0.591632, -3.433212, -2.118895], [0.394411, -0.842229, -0.295731], [1.517326, -0.876943, -1.026199], [2.141567, 0.610997, -0.935976], [1.085060, 1.339705, 0.002415], [0.152230, 0.414428, 0.306182], [-0.989895, 0.627042, 1.111499], [-1.275967, 2.330835, 1.889613], [-3.585967, -2.456903, 3.296745], [-5.121150, -1.697257, 2.871839], [-4.161102, -2.444445, 1.615296], [-4.649399, -0.128293, 0.614552], [-2.316142, -2.471789, 0.884270], [-0.881835, -4.996737, 0.045588], [-1.376891, -2.915841, -2.323452], [4.774197, 3.608185, -2.354798], [4.223949, 3.945850, -0.947096], [3.703826, 2.865380, -0.340128], [3.979947, 3.225618, -3.002386], [5.197969, 4.504066, -2.840834], [5.567376, 2.858264, -2.293221], [3.518290, 4.804732, -1.114084], [5.079690, 4.442656, -0.415839]], "forces_ev_per_a": [[-0.17, -0.08, -0.70], [0.14, 1.08, 0.92], [0.25, -0.86, 0.09], [-0.45, -0.64, -0.29], [0.37, 0.36, -0.18], [0.01, -0.73, 0.25], [0.40, 0.64, -0.35], [-0.31, 0.39, 0.14], [-0.64, -0.77, 0.53], [-0.52, -0.55, 0.12], [-0.16, 0.47, 0.05], [0.79, 0.56, 0.03], [-0.26, -0.39, 0.00], [0.25, 0.75, -0.07], [-0.34, -0.04, 0.38], [0.12, -0.14, -0.19], [0.16, 0.07, 0.03], [0.00, 0.07, 0.16], [0.02, -0.02, 0.04], [-0.15, 0.32, -0.30], [0.06, -0.04, 0.05], [0.26, -0.47, -0.16], [0.39, 0.49, -0.42], [0.20, 0.49, -0.16], [0.17, -0.24, -0.61], [-0.28, -0.21, 0.19], [-0.04, -0.08, 0.08], [-0.02, -0.06, 0.00], [-0.07, -0.08, 0.08], [-0.18, -0.11, 0.10], [-0.01, -0.17, 0.18]], "lowdin_charge": [-0.30, 0.83, -0.33, -0.41, -0.06, -0.04, -0.59, 0.16, 0.16, -0.34, -0.21, 1.09, -0.19, -0.40, -0.62, 0.75, 0.04, 0.03, 0.03, 0.04, 0.08, 0.10, 0.10, -0.16, -0.60, -0.42, 0.04, 0.04, 0.05, 0.07, 0.07], "charge": -1, "lumo_ev": 1.850, "homo_lumo_gap_ev": 4.70, "homo_energy_ha": -0.105}

# 6
{"formula": "C9H12BN2O3", "method": "ωB97M-V with the def2-TZVPD basis set", "species": ["C", "C", "C", "C", "C", "N", "C", "C", "N", "C", "B", "O", "O", "H", "H", "H", "H", "H", "H", "H", "H", "H", "C", "O", "H", "H", "H"], "positions_angstrom": [[2.609922, -0.662013, 0.966175], [1.513957, -0.895519, 0.548350], [0.265428, -0.967400, -0.214737], [-0.978458, -0.285516, 0.492481], [-0.560434, 0.290246, 1.807323], [-0.277909, 0.662959, 2.856675], [-2.014460, -1.379374, 0.839340], [-2.576046, -1.980076, -0.394037], [-3.172444, -2.434538, -1.263093], [-1.559552, 0.852167, -0.363774], [-2.235677, 2.010592, 0.514154], [-1.536515, 3.147522, 0.865012], [-3.577632, 1.875653, 0.901413], [3.603991, -0.304271, 1.080269], [0.456694, -0.459989, -1.160172], [0.042462, -2.008343, -0.454668], [-1.488534, -2.180828, 1.358260], [-2.817525, -0.987582, 1.457943], [-2.310595, 0.487281, -1.069722], [-0.770368, 1.311200, -0.962673], [-0.715765, 2.920016, 1.318272], [-3.600647, 1.665668, 1.839588], [4.311623, -0.121739, -2.184415], [3.164807, 0.414805, -1.750638], [5.004840, 0.565298, -2.749747], [4.999418, -0.540294, -1.386039], [4.219424, -0.995926, -2.891533]], "forces_ev_per_a": [[-0.01, 0.15, -0.30], [-0.30, 0.04, -0.20], [0.12, 0.12, 0.40], [0.72, -0.10, 0.18], [0.05, -0.67, -0.38], [-0.20, 0.28, 0.01], [0.38, -0.23, -0.78], [-0.53, 0.33, 0.72], [0.26, -0.05, -0.14], [-0.39, 0.94, -0.05], [-0.14, -0.02, -0.25], [-0.56, -0.53, 0.64], [0.62, -0.32, -0.21], [0.11, -0.16, 0.25], [0.15, 0.04, -0.04], [-0.18, -0.02, 0.03], [-0.11, 0.05, 0.27], [-0.16, -0.08, -0.05], [0.09, -0.28, 0.06], [0.15, -0.17, 0.11], [0.36, 0.20, -0.43], [-0.29, 0.44, 0.20], [0.34, -0.17, -0.16], [-0.16, 0.07, -0.03], [-0.09, 0.11, 0.04], [-0.09, 0.03, 0.12], [-0.14, 0.01, 0.02]], "lowdin_charge": [0.12, -0.15, -0.12, -0.41, -0.20, 0.21, -0.10, -0.21, 0.15, -0.02, -0.62, 0.16, 0.13, 0.04, 0.12, 0.11, 0.13, 0.13, 0.12, 0.13, 0.10, 0.10, -0.53, -0.42, 0.02, 0.02, 0.02], "charge": -1, "lumo_ev": 2.390, "homo_lumo_gap_ev": 4.74, "homo_energy_ha": -0.086}